# 1
Computed, not measured: a cluster of 3 separate species, C2H8O2 in total in a non-equilibrium geometry, with ωB97M-V/def2-TZVPD.

Values from the calculation:
Structure (SMILES): [H][H].CC=O.O
Orbital gap in eV: 10.5
HOMO in Ha: -0.361
Lowest unoccupied orbital energy in eV: 0.69
Relative energy (zero: lowest compared OMol25 entry of this formula, charge and spin) in kJ/mol: 155.08

Geometry as ORCA input:
```
! wB97M-V def2-TZVPD RIJCOSX def2/J DEFGRID3
* xyz 0 1
H 1.844 2.228 -4.147
H 1.871 1.880 -4.804
C -0.984 -0.787 1.426
C -2.371 -1.022 1.299
O -3.070 -1.122 2.267
H -0.740 -1.263 2.381
H -0.801 0.285 1.422
H -0.332 -1.384 0.806
H -2.792 -0.748 0.309
O 2.073 0.675 -0.429
H 2.774 1.296 -0.522
H 2.528 -0.037 -0.009
*
```

These are the natural (NBO) partial charges, in e, on atoms 1 to 8: atom 1 (H): 0.00, atom 2 (H): 0.00, atom 3 (C): -0.73, atom 4 (C): 0.43, atom 5 (O): -0.51, atom 6 (H): 0.23, atom 7 (H): 0.26, atom 8 (H): 0.23


# 2
Computed, not measured: a structure of composition C39H68FNNbO18S2 in a non-equilibrium geometry, with ωB97M-V/def2-TZVPD.

Values from the calculation:
Orbital gap in eV: 6.6
HOMO in Ha: -0.187
Lowest unoccupied orbital energy in eV: 1.47

Geometry as ORCA input:
```
! wB97M-V def2-TZVPD RIJCOSX def2/J DEFGRID3
* xyz -1 1
C 13.288 0.793 -0.135
C 12.458 1.512 0.958
C 11.748 0.580 1.988
C 11.367 -0.820 1.457
C 10.134 -0.801 0.502
C 9.380 -2.144 0.651
C 8.612 -2.226 2.017
C 7.100 -2.502 1.851
C 6.250 -1.304 1.277
C 4.773 -1.734 1.470
C 3.645 -0.677 1.249
C 2.361 -1.541 0.976
C 1.312 -1.603 2.132
C -0.184 -1.467 1.653
Nb -1.030 0.549 1.008
C -2.648 0.560 2.612
C -3.960 1.320 2.248
C -3.811 2.841 2.453
S -5.469 3.565 2.104
C -2.538 -0.412 -0.401
C -3.203 0.606 -1.358
C -4.546 0.089 -1.947
F -2.367 0.922 -2.435
N 0.350 1.713 2.264
C 0.108 2.881 2.096
S -0.280 4.384 1.611
H 13.714 -0.164 0.180
H 12.722 0.703 -1.070
H 14.150 1.436 -0.379
H 13.148 2.155 1.527
H 11.730 2.185 0.492
H 10.807 1.078 2.263
H 12.385 0.450 2.872
H 11.123 -1.432 2.343
H 12.190 -1.352 0.963
H 10.545 -0.776 -0.519
H 9.463 0.025 0.706
H 10.155 -2.927 0.652
H 8.724 -2.349 -0.204
H 9.035 -3.115 2.519
H 8.841 -1.378 2.675
H 6.999 -3.312 1.115
H 6.681 -2.785 2.826
H 6.510 -0.345 1.742
H 6.525 -1.241 0.212
H 4.628 -2.608 0.818
H 4.699 -2.084 2.512
H 3.480 -0.127 2.186
H 3.827 0.039 0.442
H 2.677 -2.576 0.779
H 1.835 -1.203 0.075
H 1.541 -0.929 2.966
H 1.377 -2.632 2.533
H -0.332 -2.234 0.873
H -0.811 -1.742 2.527
H -1.621 2.168 0.387
H 0.141 0.556 -0.405
H -2.232 0.992 3.540
H -2.922 -0.494 2.791
H -4.298 1.116 1.227
H -4.756 0.994 2.941
H -3.543 3.072 3.490
H -3.082 3.253 1.747
H -5.299 4.910 2.056
H -3.361 -0.826 0.200
H -2.044 -1.163 -1.034
H -3.433 1.532 -0.820
H -5.382 0.555 -1.408
H -4.636 -0.993 -1.773
H -4.650 0.306 -3.019
C 3.621 3.728 0.334
C 3.860 5.177 0.006
O 5.235 5.347 0.340
C 5.821 4.131 0.272
O 6.990 3.960 0.332
O 4.908 3.142 0.129
H 2.879 3.272 -0.317
H 3.321 3.580 1.373
H 3.724 5.396 -1.055
H 3.232 5.847 0.588
C -9.266 -1.177 0.571
C -8.987 0.243 0.150
O -7.612 0.406 0.499
C -7.045 -0.829 0.530
O -5.886 -1.027 0.625
O -7.990 -1.804 0.438
H -10.007 -1.665 -0.059
H -9.586 -1.247 1.613
H -9.099 0.390 -0.927
H -9.609 0.967 0.671
C -1.348 -3.290 -3.355
C -2.450 -4.189 -3.841
O -2.107 -5.450 -3.260
C -1.337 -5.197 -2.173
O -1.024 -6.014 -1.374
O -0.974 -3.890 -2.118
H -1.685 -2.267 -3.205
H -0.484 -3.286 -4.022
H -3.432 -3.885 -3.467
H -2.491 -4.257 -4.921
C -10.401 -6.161 1.186
C -11.273 -5.446 2.187
O -11.447 -4.161 1.585
C -11.253 -4.304 0.251
O -11.486 -3.464 -0.553
O -10.760 -5.529 -0.046
H -10.595 -7.230 1.145
H -9.336 -6.001 1.367
H -12.252 -5.917 2.302
H -10.806 -5.358 3.165
C -6.448 -2.375 -5.877
C -6.154 -0.954 -6.290
O -4.767 -0.823 -5.985
C -4.225 -2.064 -5.989
O -3.065 -2.286 -5.933
O -5.187 -3.020 -6.063
H -7.217 -2.841 -6.490
H -6.735 -2.455 -4.827
H -6.299 -0.790 -7.360
H -6.744 -0.226 -5.738
C -2.253 7.923 0.312
C -1.043 7.556 -0.504
O -0.619 8.819 -1.026
C -1.090 9.782 -0.194
O -0.780 10.923 -0.248
O -1.964 9.267 0.708
H -2.385 7.279 1.179
H -3.174 7.918 -0.276
H -0.238 7.136 0.103
H -1.275 6.863 -1.309
*
```

These are the Löwdin partial charges, in e, on atoms 1 to 8: atom 1 (C): -0.12, atom 2 (C): -0.24, atom 3 (C): -0.21, atom 4 (C): -0.23, atom 5 (C): -0.20, atom 6 (C): -0.21, atom 7 (C): -0.21, atom 8 (C): -0.22


# 3
Computed, not measured: the molecule C3H6N2S2 in a non-equilibrium geometry, with ωB97M-V/def2-TZVPD.

Values from the calculation:
Structure (SMILES): [H]/N=C(/N)C(=S)SC
Orbital gap in eV: 8.4
HOMO in Ha: -0.326
Lowest unoccupied orbital energy in eV: -0.51
Relative energy (zero: lowest compared OMol25 entry of this formula, charge and spin) in kJ/mol: 128.63

Geometry as ORCA input:
```
! wB97M-V def2-TZVPD RIJCOSX def2/J DEFGRID3
* xyz 0 1
H -2.129 1.658 0.738
N -2.578 0.799 0.616
C -1.629 0.042 0.139
N -1.906 -1.252 -0.375
C -0.121 0.456 -0.041
S 0.242 1.998 -0.276
S 0.984 -0.723 0.121
C 2.590 -0.102 0.209
H -2.982 -1.365 -0.628
H -1.328 -1.633 -1.095
H 3.272 -1.022 0.160
H 2.890 0.610 -0.663
H 2.694 0.533 1.096
*
```

These are the natural (NBO) partial charges, in e, on atoms 1 to 8: atom 1 (H): 0.35, atom 2 (N): -0.64, atom 3 (C): 0.40, atom 4 (N): -0.84, atom 5 (C): -0.47, atom 6 (S): 0.00, atom 7 (S): 0.47, atom 8 (C): -0.82


# 4
Computed, not measured: a structure of composition C22H51BHoN4O2Si2 in a non-equilibrium geometry, with ωB97M-V/def2-TZVPD.

Values from the calculation:
Orbital gap (alpha / beta) in eV: 7.2 / 7.3
HOMO (alpha / beta) in Ha: -0.374 / -0.375
Lowest unoccupied orbital energy (alpha / beta) in eV: -2.99 / -2.90

Geometry as ORCA input:
```
! wB97M-V def2-TZVPD RIJCOSX def2/J DEFGRID3
* xyz 1 5
O -0.484 0.142 -2.393
O 0.703 1.918 -4.530
C 0.174 -1.090 -2.759
C -0.701 -2.302 -2.519
H 1.066 -1.120 -2.109
H 0.491 -1.031 -3.822
H -1.319 -2.222 -1.621
H -0.052 -3.169 -2.413
H -1.338 -2.523 -3.379
C -1.737 0.338 -3.118
C -1.747 -0.072 -4.581
H -1.991 1.408 -2.971
H -2.497 -0.266 -2.580
H -0.920 0.421 -5.109
H -2.715 0.258 -4.986
H -1.674 -1.163 -4.685
C 0.451 3.074 -3.748
C 2.038 1.462 -4.412
C -0.813 3.724 -4.268
H 1.296 3.783 -3.825
H 0.331 2.781 -2.689
H -0.634 4.110 -5.278
H -1.089 4.556 -3.617
H -1.647 3.016 -4.312
C 2.280 0.467 -5.525
H 2.178 0.983 -3.426
H 2.747 2.304 -4.500
H 1.560 -0.361 -5.505
H 3.286 0.055 -5.436
H 2.199 0.965 -6.498
H 0.913 -2.558 1.870
Ho -0.310 0.515 1.684
C 1.489 -2.795 0.967
Si 2.285 -1.039 0.522
H 2.164 -3.594 1.305
H 0.739 -3.112 0.219
C 3.299 -1.582 -0.938
C 3.543 -0.600 1.830
C 1.648 0.709 -0.078
C -1.426 -1.825 2.247
Si -2.781 -1.113 1.234
H -1.107 -1.517 3.248
H -1.327 -2.909 2.127
C -3.291 -2.300 -0.128
C -2.427 0.665 0.522
C -4.315 -0.849 2.281
H 1.020 0.746 -0.984
H 2.638 1.073 -0.390
H 1.363 1.556 0.606
H 3.265 -2.674 -1.013
H 4.304 -1.234 -0.680
H 2.951 -1.099 -1.856
H 3.634 -1.373 2.600
H 3.370 0.377 2.297
H 4.472 -0.555 1.248
H -3.431 0.940 0.162
H -1.706 0.767 -0.330
H -2.210 1.461 1.309
H -5.082 -1.525 1.870
H -4.621 0.212 2.218
H -4.081 -1.123 3.321
H -4.326 -2.592 0.108
H -2.680 -3.213 -0.129
H -3.269 -1.842 -1.127
B 1.286 1.873 3.838
N 1.568 0.378 4.247
C 2.255 -0.142 5.286
C 2.042 -1.509 5.294
C 1.194 -1.793 4.239
N 0.917 -0.633 3.563
N -0.246 2.005 4.207
C -0.722 2.313 5.422
C -2.084 2.015 5.457
C -2.403 1.454 4.222
N -1.281 1.512 3.431
H 1.419 2.012 2.629
H 1.954 2.610 4.507
H 2.829 0.496 5.936
H 2.482 -2.243 5.986
H 0.802 -2.739 3.894
H -0.067 2.729 6.175
H -2.768 2.198 6.264
H -3.323 1.021 3.868
*
```

These are the Löwdin partial charges, in e, on atoms 1 to 8: atom 1 (O): -0.24, atom 2 (O): -0.19, atom 3 (C): -0.24, atom 4 (C): -0.06, atom 5 (H): 0.07, atom 6 (H): 0.11, atom 7 (H): 0.04, atom 8 (H): 0.09


# 5
Computed, not measured: a structure of composition C4H11N2O2 in a non-equilibrium geometry, with ωB97M-V/def2-TZVPD.

Values from the calculation:
Orbital gap in eV: 6.4
HOMO in Ha: -0.129
Lowest unoccupied orbital energy in eV: 2.91
Relative energy (zero: lowest compared OMol25 entry of this formula, charge and spin) in kJ/mol: 786.08

Geometry as ORCA input:
```
! wB97M-V def2-TZVPD RIJCOSX def2/J DEFGRID3
* xyz -1 1
C 0.108 0.112 1.028
N 0.997 -0.993 0.671
C 2.316 -0.545 0.016
O 2.299 0.662 -0.537
C -0.354 1.018 -0.115
N -1.538 0.954 -0.823
C -2.230 -0.388 -0.579
O -2.952 -0.347 0.535
H -0.808 -0.303 1.462
H 0.603 0.820 1.709
H 1.318 -1.410 1.538
H 3.054 -0.695 0.854
H 2.561 -1.332 -0.723
H 0.609 0.061 -1.593
H 0.499 0.502 -0.974
H -0.028 2.043 0.038
H -2.207 1.577 -0.365
H -1.409 -1.135 -0.651
H -2.840 -0.601 -1.491
*
```

These are the natural (NBO) partial charges, in e, on atoms 1 to 8: atom 1 (C): -0.31, atom 2 (N): -0.67, atom 3 (C): 0.12, atom 4 (O): -0.89, atom 5 (C): 0.18, atom 6 (N): -0.63, atom 7 (C): 0.11, atom 8 (O): -0.93


# 6
Computed, not measured: a structure of composition C26H33Cl3N5O6SSb2Ta in a non-equilibrium geometry, with ωB97M-V/def2-TZVPD.

Values from the calculation:
Orbital gap in eV: 6.5
HOMO in Ha: -0.485
Lowest unoccupied orbital energy in eV: -6.71
Relative energy (zero: lowest compared OMol25 entry of this formula, charge and spin) in kJ/mol: 99.63

Geometry as ORCA input:
```
! wB97M-V def2-TZVPD RIJCOSX def2/J DEFGRID3
* xyz 2 1
Ta 1.377 -0.304 -0.709
N 2.134 1.338 2.644
C 3.435 0.673 2.532
C 3.447 -0.394 1.473
O 4.438 -0.924 1.096
O 2.187 -0.708 0.971
H 2.173 2.035 3.379
H 1.438 0.661 2.938
H 3.762 0.193 3.458
H 4.205 1.391 2.253
C -0.386 3.077 1.725
Sb 0.666 2.261 0.095
C 2.338 3.568 0.112
C -0.193 3.304 -1.594
C -1.682 3.338 -1.722
C -2.419 4.270 -0.989
C -3.801 4.332 -1.080
C -4.467 3.466 -1.938
C -3.740 2.562 -2.698
C -2.351 2.478 -2.602
C -1.609 1.470 -3.446
Sb -0.991 -0.217 -2.264
C -0.729 -1.597 -3.855
C -2.992 -0.682 -1.744
H -1.255 3.606 1.335
H 0.297 3.775 2.207
H -0.701 2.307 2.423
H 1.960 4.540 0.427
H 2.762 3.655 -0.887
H 3.101 3.225 0.804
H 0.289 2.882 -2.472
H 0.202 4.309 -1.449
H -1.892 4.985 -0.363
H -4.352 5.066 -0.506
H -5.545 3.511 -2.033
H -4.259 1.917 -3.401
H -0.762 1.889 -3.992
H -2.283 1.009 -4.174
H -1.592 -1.486 -4.503
H -0.691 -2.607 -3.460
H 0.177 -1.377 -4.410
H -3.424 -1.108 -2.649
H -3.493 0.242 -1.487
H -3.058 -1.408 -0.941
N 2.262 -6.200 3.896
C 1.731 -5.392 2.956
C 2.563 -4.735 2.023
C 2.026 -3.902 1.080
C 0.638 -3.716 1.034
C -0.208 -4.357 1.952
C 0.336 -5.182 2.897
S -0.095 -2.627 -0.042
O -1.336 -3.117 -0.540
O 0.912 -2.258 -1.151
N -0.185 -1.105 0.535
C -1.377 -0.631 1.115
N -2.068 -1.467 1.875
C -3.185 -0.970 2.409
C -3.592 0.339 2.197
C -2.788 1.112 1.386
N -1.669 0.629 0.836
H 3.249 -6.380 3.928
H 1.675 -6.707 4.534
H 3.633 -4.901 2.050
H 2.681 -3.409 0.377
H -1.277 -4.197 1.907
H -0.310 -5.694 3.602
H -3.764 -1.649 3.026
H -4.495 0.731 2.644
H -3.037 2.141 1.139
Cl 3.576 -1.856 -1.737
C 4.244 -0.358 -2.611
Cl 4.189 -0.559 -4.319
Cl 5.787 0.093 -2.011
C 3.093 0.482 -2.047
O 3.160 0.943 -0.882
O 1.909 0.376 -2.566
*
```

These are the Löwdin partial charges, in e, on atoms 1 to 8: atom 1 (Ta): 1.44, atom 2 (N): -0.01, atom 3 (C): -0.14, atom 4 (C): -0.52, atom 5 (O): 0.12, atom 6 (O): -0.28, atom 7 (H): 0.10, atom 8 (H): 0.08